No. 1
A structure of composition C12H29O6PPt. Source: the Open Molecules 2025 dataset; level of theory: ωB97M-V/def2-TZVPD.

Structure (XYZ):
```
49
Properties=species:S:1:pos:R:3:forces:R:3:lowdin_charge:R:1
Pt 2.096 -1.274 -0.977 0.446 -0.309 -0.393 1.304
C 4.241 0.861 -0.633 -0.018 0.006 0.004 0.021
O 3.148 0.386 -1.498 -0.003 -0.013 -0.009 -0.366
C 3.613 0.112 -2.870 0.019 0.000 0.007 -0.111
C 2.407 -0.297 -3.675 -0.010 -0.022 0.013 -0.045
O 1.644 -1.308 -2.891 0.032 -0.003 0.029 -0.282
C 1.538 -2.726 -3.320 0.002 0.013 0.009 -0.062
C 0.618 -3.340 -2.292 0.021 -0.004 -0.005 -0.097
O 1.129 -3.062 -0.937 0.003 0.021 0.005 -0.365
C 1.858 -4.191 -0.322 -0.010 0.007 0.006 0.024
H 4.576 1.818 -1.027 0.004 -0.001 0.000 0.126
H 5.050 0.132 -0.629 0.000 0.000 0.003 0.117
H 3.816 0.995 0.358 -0.001 0.005 -0.001 0.105
H 4.376 -0.668 -2.824 0.003 0.003 -0.006 0.153
H 4.049 1.028 -3.273 -0.004 0.002 0.002 0.168
H 2.690 -0.741 -4.629 0.008 0.003 0.001 0.167
H 1.702 0.517 -3.825 0.006 0.003 -0.012 0.156
H 2.538 -3.161 -3.341 -0.003 -0.006 -0.009 0.155
H 1.092 -2.734 -4.315 -0.007 -0.006 0.003 0.169
H 0.542 -4.419 -2.424 -0.003 0.000 0.003 0.163
H -0.374 -2.895 -2.330 -0.001 -0.002 -0.005 0.149
H 1.146 -5.004 -0.200 0.002 -0.002 -0.003 0.125
H 2.197 -3.849 0.652 -0.002 -0.002 0.001 0.107
H 2.694 -4.485 -0.953 0.003 0.001 0.003 0.116
C -2.020 1.104 6.172 -0.475 0.186 -0.546 0.014
C -0.970 0.614 5.410 0.126 -0.083 0.750 0.193
O -1.405 0.648 2.460 0.274 -0.023 -0.369 -0.182
P -1.669 0.925 1.058 -0.699 0.506 0.454 0.638
O -1.337 2.256 0.413 0.014 -0.092 -0.043 -0.168
C -0.905 3.567 1.096 -0.023 0.032 0.000 -0.134
C -1.928 4.609 0.773 0.001 0.002 0.010 -0.041
O -2.364 -0.001 0.122 -0.110 -0.139 -0.027 -0.198
C -3.775 0.224 -0.876 0.719 -0.063 0.494 0.019
C -4.834 -0.574 -0.257 -0.321 0.104 -0.330 -0.047
H -1.227 0.794 6.998 0.148 -0.087 -0.056 0.238
H -2.896 0.482 6.329 0.073 -0.065 0.162 0.133
H -2.157 2.178 6.266 0.116 0.000 0.181 0.132
H -0.883 -0.451 5.213 -0.040 0.013 -0.074 0.125
H -0.121 1.247 5.165 -0.052 0.029 -0.093 0.123
H 0.068 3.755 0.654 0.000 -0.002 0.001 0.130
H -0.816 3.339 2.155 0.011 -0.005 -0.002 0.113
H -2.012 4.773 -0.299 -0.006 -0.007 -0.001 0.101
H -1.593 5.546 1.226 0.005 0.000 -0.002 0.116
H -2.904 4.372 1.196 -0.001 0.000 -0.003 0.096
H -3.310 -0.150 -1.777 -0.201 0.060 -0.139 0.125
H -3.842 1.304 -0.814 -0.162 0.010 -0.195 0.122
H -4.636 -1.642 -0.253 0.065 0.008 0.090 0.107
H -5.676 -0.420 -0.956 -0.025 -0.033 0.039 0.140
H -5.174 -0.195 0.703 0.077 -0.046 0.051 0.106
```
Positions in Å, forces in eV/Å.

The value obtained for the relative energy (zero: lowest compared OMol25 entry of this formula, charge and spin) is 0.000 eV. Its total charge is +4. As for the molar mass: 495.410 Da. For the total energy, the calculation gives -1385.00670 Eh. The largest force on an atom comes out at 0.975 eV Å⁻¹.



No. 2
A cluster of 2 separate species, C41H52N2O2P in total at a distorted geometry. Source: the Open Molecules 2025 dataset; level of theory: ωB97M-V/def2-TZVPD.

Structure (XYZ):
```
98
Properties=species:S:1:pos:R:3:forces:R:3:lowdin_charge:R:1
C -3.824 -2.819 0.460 0.175 -0.011 -0.069 -0.053
C -3.170 -1.454 0.195 0.080 0.184 -0.138 -0.382
C -3.557 -0.474 1.312 0.773 -0.040 0.389 -0.051
C -3.530 -0.896 -1.177 0.115 -0.256 0.549 -0.140
C -4.871 -0.627 -1.470 0.036 -0.189 -0.290 -0.015
C -5.253 -0.192 -2.741 0.286 0.030 0.073 -0.032
C -4.268 0.066 -3.700 0.094 -0.253 0.292 -0.013
C -2.919 -0.193 -3.413 0.431 0.006 -0.919 -0.143
C -1.879 -0.058 -4.532 0.001 0.174 0.152 -0.394
C -2.066 1.211 -5.361 -0.038 0.171 -0.030 -0.057
C -1.837 -1.319 -5.399 -0.082 -0.229 -0.114 -0.039
C -2.554 -0.685 -2.158 -0.626 -0.236 0.326 -0.169
N -1.153 -1.055 -1.880 1.443 1.296 -1.825 -0.212
P 0.073 0.176 -1.846 -0.251 -2.536 1.685 1.267
H -0.238 0.251 2.728 0.757 -0.601 -1.111 0.110
N 1.287 -1.045 -1.843 -1.425 0.973 -1.951 -0.219
C 2.689 -0.669 -2.107 0.555 -0.220 0.340 -0.170
C 3.656 -0.863 -1.111 -0.033 -0.258 0.477 -0.132
C 3.291 -1.420 0.268 -0.182 0.092 -0.200 -0.382
C 3.703 -0.486 1.413 -0.417 0.044 0.018 -0.053
C 3.902 -2.808 0.499 -0.146 -0.068 -0.096 -0.057
C 4.997 -0.609 -1.422 -0.047 -0.113 -0.230 -0.014
C 5.376 -0.181 -2.697 -0.155 0.002 0.057 -0.033
C 4.397 0.069 -3.664 -0.097 -0.253 0.441 -0.013
C 3.051 -0.190 -3.371 -0.422 -0.042 -0.927 -0.141
C 2.015 -0.065 -4.496 -0.035 0.142 0.074 -0.394
C 1.980 -1.321 -5.371 0.096 -0.268 -0.115 -0.040
C 2.202 1.199 -5.334 0.037 0.211 0.016 -0.057
C 0.750 -2.259 -2.304 0.050 0.732 1.055 -0.080
C -0.607 -2.266 -2.320 0.062 0.863 0.997 -0.081
H -3.552 -3.551 -0.309 -0.126 0.110 0.102 0.081
H -3.473 -3.204 1.427 -0.188 0.087 -0.208 0.086
H -4.918 -2.728 0.490 0.247 -0.087 0.016 0.084
H -2.077 -1.595 0.205 -0.334 0.052 0.190 0.117
H -3.068 0.518 1.185 -0.389 -0.552 0.045 0.098
H -4.646 -0.344 1.362 0.279 0.034 0.073 0.087
H -3.191 -0.901 2.274 -0.481 0.458 -0.670 0.062
H -5.617 -0.831 -0.692 0.263 0.151 -0.440 0.123
H -6.313 -0.089 -2.987 0.397 0.144 0.103 0.118
H -4.530 0.430 -4.700 0.031 -0.207 0.509 0.121
H -0.882 0.038 -4.063 -0.428 -0.050 -0.227 0.048
H -2.201 2.064 -4.691 0.044 0.052 -0.156 0.092
H -1.185 1.397 -5.991 -0.222 -0.084 0.125 0.075
H -2.940 1.165 -6.021 0.175 -0.073 0.120 0.083
H -1.579 -2.189 -4.780 -0.111 0.120 -0.305 0.068
H -2.812 -1.512 -5.879 0.338 0.120 0.207 0.098
H -1.079 -1.224 -6.191 -0.234 -0.015 0.226 0.076
H 2.197 -1.528 0.275 0.239 0.012 0.180 0.116
H 3.251 0.515 1.303 0.278 -0.300 0.056 0.090
H 3.342 -0.904 2.371 0.327 0.238 -0.421 0.077
H 4.796 -0.401 1.435 -0.221 0.116 0.171 0.084
H 3.602 -3.512 -0.288 0.142 0.087 0.140 0.080
H 4.999 -2.758 0.528 -0.253 -0.052 -0.014 0.085
H 3.547 -3.202 1.460 0.156 0.061 -0.209 0.086
H 5.752 -0.813 -0.653 -0.271 0.159 -0.391 0.123
H 6.438 -0.077 -2.941 -0.449 0.120 0.112 0.119
H 4.660 0.426 -4.665 -0.018 -0.197 0.489 0.121
H 1.013 0.025 -4.035 0.415 -0.035 -0.218 0.045
H 1.718 -2.198 -4.766 0.120 0.107 -0.264 0.067
H 1.230 -1.225 -6.170 0.238 0.016 0.247 0.076
H 2.959 -1.509 -5.845 -0.329 0.114 0.206 0.098
H 2.333 2.056 -4.667 -0.035 0.048 -0.180 0.092
H 3.081 1.147 -5.989 -0.197 -0.060 0.139 0.084
H 1.325 1.384 -5.971 0.241 -0.111 0.161 0.076
H 1.405 -3.076 -2.522 0.217 -0.232 -0.044 0.135
H -1.255 -3.085 -2.556 -0.172 -0.232 -0.047 0.136
C 4.926 3.946 4.667 0.399 -0.666 0.284 -0.066
O 4.782 2.535 4.969 -0.492 1.000 -0.512 -0.104
C 3.576 1.972 4.696 -0.647 -0.877 -0.108 -0.271
C 3.481 0.600 5.110 -0.222 0.489 0.006 0.003
C 2.308 -0.120 4.863 -0.324 1.552 -0.667 -0.039
C 1.278 0.569 4.200 -0.748 0.723 -1.076 -0.247
C 0.042 -0.128 3.697 0.246 0.627 1.479 -0.130
C -1.216 0.291 4.394 -1.811 -0.220 1.105 -0.220
C -2.263 -0.655 4.549 -0.353 1.362 0.065 -0.052
C -3.581 -0.216 4.806 0.828 0.733 -0.210 -0.009
C -3.860 1.179 4.876 0.162 -0.522 -0.088 -0.278
O -5.176 1.532 4.725 0.745 0.619 0.176 -0.102
C -5.477 2.938 4.546 -0.230 -0.795 0.347 -0.065
C -2.803 2.094 5.012 -0.285 -0.805 -0.863 -0.009
C -1.517 1.629 4.714 0.065 0.217 0.547 -0.042
C 1.317 1.929 3.822 1.237 -0.030 0.500 -0.055
C 2.506 2.658 4.047 0.157 -1.001 0.561 -0.002
H 5.977 4.076 4.922 -0.135 0.542 -0.183 0.091
H 4.744 4.199 3.600 0.104 -0.345 0.612 0.095
H 4.292 4.566 5.325 0.163 -0.304 -0.281 0.101
H 4.334 0.148 5.642 -0.475 0.399 -0.392 0.124
H 2.097 -1.161 5.126 0.573 0.311 0.055 0.119
H 0.252 -1.186 3.770 -0.578 -0.447 -0.432 0.112
H -2.029 -1.703 4.350 -0.276 0.182 0.205 0.112
H -4.422 -0.900 4.857 0.105 -0.003 -0.095 0.116
H -6.549 2.867 4.402 -0.138 0.556 -0.106 0.088
H -5.266 3.509 5.460 0.020 -0.111 -0.212 0.093
H -4.995 3.417 3.673 -0.014 -0.526 0.367 0.100
H -2.956 3.169 5.155 -0.045 -0.538 0.020 0.111
H -0.764 2.422 4.765 -0.232 -0.688 -0.005 0.094
H 0.381 2.396 3.415 1.590 -0.484 -0.043 0.116
H 2.612 3.702 3.743 -0.110 -0.416 0.193 0.098
```
Positions in Å, forces in eV/Å.

The value obtained for the relative energy (zero: lowest compared OMol25 entry of this formula, charge and spin) is 0.000 eV. Its total charge is +1. As for the molar mass: 635.853 Da. For the total energy, the calculation gives -2194.59657 Eh. The largest force on an atom comes out at 3.055 eV Å⁻¹.



No. 3
A structure of composition C39H35N4OP2Y. Source: the Open Molecules 2025 dataset; level of theory: ωB97M-V/def2-TZVPD.

Structure (XYZ):
```
82
Properties=species:S:1:pos:R:3:forces:R:3:lowdin_charge:R:1
Y -0.002 -0.668 -1.254 0.282 -0.001 -0.059 1.450
C -3.506 -2.351 -3.837 -0.038 0.074 -0.017 0.002
C -2.389 -2.108 -2.887 0.068 -0.142 0.094 -0.235
N -1.833 -0.966 -2.670 -0.363 -0.313 -0.182 -0.065
N -2.323 0.134 -3.335 0.190 0.107 0.026 0.093
C -1.534 1.153 -3.113 -0.179 0.219 -0.029 -0.416
O -0.444 1.036 -2.390 0.217 -0.018 0.270 -0.247
C -1.872 2.481 -3.638 -0.199 -0.110 -0.173 -0.161
C -3.064 2.658 -4.346 0.021 0.063 0.002 -0.018
C -3.395 3.907 -4.838 0.019 -0.032 0.020 -0.056
C -2.541 4.982 -4.629 0.017 -0.001 0.009 -0.054
C -1.355 4.809 -3.928 -0.006 0.085 -0.028 -0.060
C -1.017 3.562 -3.431 0.016 -0.087 0.036 -0.021
C -1.837 -3.238 -2.093 0.048 -0.016 -0.016 -0.200
C -2.390 -4.507 -2.154 0.069 0.050 0.023 0.025
C -1.869 -5.517 -1.355 0.006 0.026 0.004 0.002
C -0.814 -5.229 -0.508 -0.003 -0.004 -0.011 -0.012
C -0.302 -3.944 -0.508 -0.009 0.015 0.036 -0.115
N -0.779 -2.966 -1.288 -0.238 -0.043 0.044 -0.008
H -3.799 -1.427 -4.321 0.010 -0.009 0.000 0.079
H -4.364 -2.772 -3.311 -0.020 0.017 -0.005 0.104
H -3.197 -3.076 -4.594 -0.007 0.002 -0.013 0.108
H -3.720 1.815 -4.505 0.003 -0.014 0.004 0.110
H -4.316 4.045 -5.388 -0.004 0.000 -0.003 0.113
H -2.800 5.957 -5.019 0.013 0.016 0.005 0.114
H -0.691 5.649 -3.774 0.006 0.003 0.002 0.111
H -0.090 3.418 -2.893 -0.008 -0.008 0.001 0.109
H -3.222 -4.713 -2.809 -0.008 0.040 -0.020 0.123
H -2.294 -6.510 -1.394 0.010 -0.010 0.008 0.131
H -0.386 -5.979 0.141 -0.001 -0.004 0.004 0.124
H 0.519 -3.682 0.147 0.005 -0.001 0.004 0.095
C 1.011 2.711 1.209 0.036 0.035 0.108 -0.137
N 1.118 1.237 1.409 -0.060 0.036 -0.082 -0.479
P -0.417 0.409 1.370 0.357 -0.289 -0.101 0.945
C -0.314 -0.783 2.717 -0.095 0.102 0.151 -0.381
C -0.976 -1.999 2.570 -0.013 -0.020 -0.015 -0.109
C -0.952 -2.934 3.594 -0.012 -0.026 0.001 -0.062
C -0.269 -2.656 4.769 0.009 0.015 0.005 -0.050
C 0.383 -1.439 4.926 -0.008 -0.016 -0.004 -0.053
C 0.361 -0.503 3.905 0.018 0.028 -0.049 -0.109
C -1.719 1.579 1.748 -0.047 0.044 -0.077 -0.373
C -1.878 2.151 3.012 0.055 -0.113 0.021 -0.076
C -2.916 3.034 3.240 -0.039 0.028 -0.019 -0.047
C -3.804 3.345 2.215 0.007 0.001 0.012 -0.041
C -3.657 2.774 0.961 -0.001 0.014 -0.010 -0.051
C -2.614 1.891 0.725 0.041 0.065 -0.017 -0.092
P 2.186 0.598 0.178 -0.235 0.108 -0.078 0.945
C 3.777 1.348 0.536 0.103 0.031 0.033 -0.379
C 4.181 1.611 1.848 -0.132 -0.095 -0.073 -0.091
C 5.436 2.136 2.084 0.082 0.028 -0.037 -0.051
C 6.295 2.390 1.017 0.007 0.010 0.065 -0.046
C 5.897 2.129 -0.283 -0.019 -0.010 -0.039 -0.056
C 4.631 1.613 -0.529 -0.004 0.030 -0.021 -0.086
C 2.444 -1.170 0.569 0.081 -0.006 0.184 -0.400
C 2.751 -1.689 1.831 -0.088 0.006 -0.030 -0.058
C 3.168 -3.002 1.961 -0.006 0.031 0.028 -0.027
C 3.316 -3.813 0.837 -0.011 -0.032 -0.020 -0.043
C 3.024 -3.318 -0.423 -0.040 -0.024 0.086 -0.075
C 2.576 -2.006 -0.543 0.007 0.022 -0.259 -0.197
H 0.510 3.157 2.064 -0.024 -0.001 -0.009 0.084
H 0.461 2.970 0.298 0.005 0.019 0.014 0.083
H 2.012 3.133 1.145 -0.011 -0.002 0.016 0.076
H -1.531 -2.219 1.663 0.019 0.032 -0.006 0.090
H -1.474 -3.874 3.477 0.003 -0.014 0.015 0.113
H -0.251 -3.383 5.570 -0.008 -0.012 0.000 0.117
H 0.904 -1.219 5.849 0.006 0.004 0.004 0.118
H 0.883 0.440 4.018 0.005 0.006 0.009 0.106
H -1.200 1.900 3.819 0.003 -0.013 0.006 0.109
H -3.041 3.480 4.217 0.005 -0.001 0.013 0.119
H -4.617 4.034 2.402 -0.011 0.004 -0.007 0.119
H -4.349 3.015 0.165 -0.010 0.006 -0.002 0.117
H -2.498 1.458 -0.263 0.002 -0.006 0.017 0.083
H 3.504 1.417 2.671 0.004 0.010 0.027 0.103
H 5.752 2.351 3.095 0.000 0.001 0.010 0.116
H 7.277 2.802 1.205 0.006 -0.001 0.006 0.118
H 6.564 2.338 -1.108 0.001 0.000 -0.009 0.117
H 4.312 1.430 -1.548 -0.009 -0.004 0.000 0.105
H 2.686 -1.053 2.703 -0.005 -0.013 0.007 0.102
H 3.414 -3.392 2.939 -0.002 0.002 0.011 0.123
H 3.674 -4.827 0.952 0.004 -0.008 -0.014 0.122
H 3.151 -3.934 -1.302 0.014 -0.005 -0.007 0.124
H 2.444 -1.618 -1.564 0.089 0.092 0.103 0.090
```
Positions in Å, forces in eV/Å.

The value obtained for the relative energy (zero: lowest compared OMol25 entry of this formula, charge and spin) is 0.300 eV. Its total charge is +2. As for the molar mass: 726.590 Da. For the total energy, the calculation gives -2522.10069 Eh. The largest force on an atom comes out at 0.513 eV Å⁻¹.



What is the formula in the second record? C41H52N2O2P



total charge of number 1 (C12H29O6PPt)? +4